# 1
Molecular formula: C3HINOS2
Method: DFT, ωB97M-V/def2-TZVPD

```
! wB97M-V def2-TZVPD RIJCOSX def2/J DEFGRID3
* xyz -1 1
C 1.2917 -0.3117 0.0637
C 0.3190 -1.1954 0.5929
C -0.9993 1.3662 -1.0104
N -1.8441 0.9170 -0.2986
O -0.8450 -1.2083 0.9674
S 1.3327 -2.1839 -0.2726
S -0.3537 2.2657 -2.1142
I 2.7289 0.2327 1.6941
H -1.6302 0.1177 0.3777
*
```

- max |F| (eV/A) = 2.68
- calculated total energy (eV) = -36435.182
- ΔE to the lowest compared entry with this formula, charge and spin (kJ/mol) = 224.2

Atomic partial charges in e from the Mulliken method, atoms 1 to 4:
1 C -0.53
2 C 0.75
3 C 0.30
4 N -0.48

***

# 2
Molecular formula: C55H41N4O6SV
Method: DFT, ωB97M-V/def2-TZVPD

```
! wB97M-V def2-TZVPD RIJCOSX def2/J DEFGRID3
* xyz 2 1
V -0.2688 -0.0929 0.2771
C -7.3399 1.1828 -5.7248
O -6.9069 -0.0606 -5.2081
C -5.9303 -0.1083 -4.3009
C -5.6870 -1.3558 -3.7008
C -4.7042 -1.5142 -2.7568
C -3.9144 -0.4299 -2.3525
C -4.1829 0.8189 -2.9267
C -5.1516 0.9813 -3.8936
C -2.8764 -0.5458 -1.3323
C -1.9424 -1.6030 -1.3163
C -1.9893 -2.8379 -2.0276
C -1.1788 -3.7140 -1.3533
C -0.5431 -2.9866 -0.3069
N -0.9798 -1.7071 -0.3334
C 0.5872 -3.4545 0.4304
C 1.5842 -2.4943 0.7069
C 2.9877 -2.6413 0.9116
C 3.5521 -1.3945 0.7956
C 2.4810 -0.4786 0.6420
C 2.4985 0.9440 0.8293
C 3.2249 1.8594 0.0361
C 3.8771 1.4054 -1.1379
C 3.9716 2.2083 -2.2433
C 3.4652 3.5249 -2.2080
O 3.2636 4.2950 -3.2627
C 3.3085 3.7535 -4.5731
C 3.0932 4.0669 -0.9544
C 2.9648 3.2554 0.1337
C 1.5346 1.3722 1.7986
N 0.2765 0.8767 1.8021
C -0.3908 1.4544 2.8522
C -1.7881 1.4937 2.9278
C -2.4587 2.2150 4.0014
C -3.4887 1.5735 4.6998
C -4.0669 2.1478 5.8092
C -3.6732 3.4252 6.2269
O -4.1316 4.0545 7.3079
C -5.0086 3.3780 8.1844
C -2.7170 4.1155 5.4603
C -2.1037 3.5164 4.3893
C -2.5500 1.0149 1.8400
C -3.8665 1.4468 1.5030
C -4.1115 1.0380 0.2204
C -2.9669 0.3056 -0.2086
N -2.0275 0.3310 0.7858
C 0.5412 2.2118 3.6164
C 1.7225 2.2130 2.9186
N 1.3117 -1.1519 0.5908
C 0.6410 -4.8576 0.7706
C 1.8005 -5.6552 0.7731
C 1.7719 -6.9508 1.2193
C 0.5910 -7.5249 1.7331
O 0.6953 -8.7627 2.2033
C -0.4318 -9.4583 2.7018
C -0.5804 -6.7540 1.6981
C -0.5524 -5.4698 1.2062
H -8.2258 0.9607 -6.3151
H -6.5876 1.6358 -6.3742
H -7.6049 1.8751 -4.9233
H -6.3081 -2.1861 -3.9875
H -4.5971 -2.4618 -2.2527
H -3.5940 1.6745 -2.6309
H -5.2983 1.9588 -4.3270
H -2.5539 -3.0407 -2.9178
H -0.9897 -4.7448 -1.5743
H 3.5123 -3.5523 1.1194
H 4.5916 -1.1393 0.8854
H 4.2432 0.3905 -1.1744
H 4.4308 1.8251 -3.1407
H 2.6963 4.4129 -5.1878
H 2.8893 2.7451 -4.5950
H 4.3276 3.7338 -4.9645
H 2.8497 5.1166 -0.8994
H 2.6002 3.6680 1.0611
H -3.7809 0.5739 4.4093
H -4.8057 1.5884 6.3612
H -5.2169 4.0755 8.9908
H -4.5421 2.4795 8.5968
H -5.9423 3.1124 7.6865
H -2.4662 5.1202 5.7591
H -1.3752 4.0691 3.8125
H -4.5135 2.0239 2.1325
H -5.0037 1.2039 -0.3523
H 0.3496 2.6780 4.5605
H 2.6478 2.6842 3.1826
H 2.7122 -5.2768 0.3430
H 2.6536 -7.5707 1.1866
H -0.0520 -10.4213 3.0365
H -1.1726 -9.6217 1.9177
H -0.8942 -8.9341 3.5409
H -1.5116 -7.1613 2.0607
H -1.4665 -4.8942 1.2191
O -0.9293 -0.1810 -7.5802
C 0.1704 -0.2918 -6.8329
O 1.2175 -0.6417 -7.2936
C 0.0516 0.0842 -5.3780
C 0.9537 -0.4984 -4.4846
C 0.9946 -0.1113 -3.1593
C 0.1207 0.8836 -2.7252
S 0.1886 1.5283 -1.0981
C -0.7758 1.4752 -3.6082
C -0.8225 1.0679 -4.9257
H -1.7265 0.0540 -7.0882
H 1.6348 -1.2426 -4.8670
H 1.7121 -0.5472 -2.4696
H -1.4084 2.2745 -3.2530
H -1.5107 1.5640 -5.5960
*
```

- max |F| (eV/A) = 1.60
- calculated total energy (eV) = -112453.867

Atomic partial charges in e from the Mulliken method, atoms 1 to 4:
1 V -0.12
2 C -0.82
3 O -0.45
4 C 0.74

***

# 3
Molecular formula: C3H6O2
Method: DFT, ωB97M-V/def2-TZVPD

```
! wB97M-V def2-TZVPD RIJCOSX def2/J DEFGRID3
* xyz 0 1
O 2.4129 -0.0377 0.4783
C 3.1008 0.0265 1.4563
H 2.7140 0.2490 2.4673
H 4.1905 -0.1628 1.4123
O -2.6119 1.6023 -0.7028
C -2.5224 0.4040 -0.7313
C -1.2259 -0.3342 -0.9129
H -3.4153 -0.2275 -0.6189
H -0.7347 0.0468 -1.7984
H -1.4121 -1.4069 -0.9325
H -0.4960 -0.1596 -0.1173
*
```

- max |F| (eV/A) = 0.57
- calculated total energy (eV) = -7301.757
- ΔE to the lowest compared entry with this formula, charge and spin (kJ/mol) = 185.4
- structure (SMILES) = CC=O.C=O

Atomic partial charges in e from the Mulliken method, atoms 1 to 4:
1 O -0.37
2 C -0.08
3 H 0.21
4 H 0.23

***

# 4
Molecular formula: C2H3O2S2
Method: DFT, ωB97M-V/def2-TZVPD

```
! wB97M-V def2-TZVPD RIJCOSX def2/J DEFGRID3
* xyz -1 1
C -1.2836 -1.0245 -0.5229
C -0.8502 0.3710 -0.3991
O 2.7979 0.0213 1.8229
O 3.0509 1.6561 0.0088
S -2.3142 -0.0244 0.5824
S 2.2244 1.1830 1.1308
H -1.7905 -1.4267 -1.4056
H -0.7209 -1.7764 0.0224
H -1.1139 1.0206 -1.2398
*
```

- max |F| (eV/A) = 1.15
- calculated total energy (eV) = -27886.433
- ΔE to the lowest compared entry with this formula, charge and spin (kJ/mol) = 332.6

Atomic partial charges in e from the Mulliken method, atoms 1 to 4:
1 C -0.36
2 C -0.45
3 O -0.47
4 O -0.47